# 1
This record from OMol25 describes a molecular structure, C2H2FFeO2 at a distorted geometry. The level of theory is ωB97M-V/def2-TZVPD.

Results
* max |F|: 1.390 eV Å⁻¹
* HOMO (spin up / spin down): -13.660 / -14.457 eV
* HOMO-LUMO gap (spin up / spin down): 0.2482 / 0.2900 hartree
* ΔE to the lowest compared entry with this formula, charge and spin: 60.0 kJ/mol
* expectation value of S²: 6.348
* total charge: +1
* multiplicity: 5

XYZ file:
```
8
Properties=species:S:1:pos:R:3:forces:R:3
O 1.072929 -0.421164 -0.376383 0.353 -0.147 -1.286
C -0.091466 -0.838614 -0.013666 -0.833 0.272 0.581
C -1.086789 0.215895 0.104779 -0.095 -1.177 -0.236
O -0.784021 1.410287 0.017102 -0.016 0.301 0.069
H -0.310780 -1.900232 0.133028 0.164 0.382 0.068
F -2.342559 -0.134977 0.214407 0.612 0.237 0.141
Fe 1.191800 1.611332 -0.187117 0.795 -0.728 0.179
H 2.350883 0.057472 0.107853 -0.979 0.860 0.484
```
Forces are in eV/Å.

Listed below, in e, are the Löwdin charges computed for each atom: number 1, O, carries -0.22; number 2, C, carries -0.08; number 3, C, carries -0.41; number 4, O, carries 0.02; number 5, H, carries 0.16; number 6, F, carries 0.21; number 7, Fe, carries 1.09; number 8, H, carries 0.22

# 2
This record from OMol25 describes 2 unconnected molecules or ions with the total composition C2H2FI at a distorted geometry. The level of theory is ωB97M-V/def2-TZVPD.

Results
* max |F|: 3.823 eV Å⁻¹
* HOMO (spin up / spin down): -8.295 / -8.546 eV
* HOMO-LUMO gap (spin up / spin down): 0.2722 / 0.2803 hartree
* ΔE to the lowest compared entry with this formula, charge and spin: 563.1 kJ/mol
* multiplicity: 1

XYZ file:
```
6
Properties=species:S:1:pos:R:3:forces:R:3
C -0.859132 -0.586695 0.182020 3.677 0.781 0.695
C 1.019492 0.777057 -0.156976 -2.941 -1.474 -0.489
F -1.966766 -0.142017 -0.242897 -1.289 0.520 -0.723
I 2.707026 -0.195988 0.143475 1.484 -1.274 0.099
H -0.612311 -1.582402 -0.258463 -0.124 0.413 -0.135
H 1.181050 1.641360 0.443733 -0.807 1.033 0.553
```
Forces are in eV/Å.

Listed below, in e, are the Löwdin charges computed for each atom: number 1, C, carries -0.04; number 2, C, carries -0.66; number 3, F, carries 0.02; number 4, I, carries 0.77; number 5, H, carries 0.03; number 6, H, carries -0.13

# 3
This record from OMol25 describes 2 unconnected molecules or ions with the total composition C2H2FN at a distorted geometry. The level of theory is ωB97M-V/def2-TZVPD.

Results
* max |F|: 4.210 eV Å⁻¹
* HOMO (spin up / spin down): -9.829 / -9.827 eV
* HOMO-LUMO gap (spin up / spin down): 0.3279 / 0.3283 hartree
* ΔE to the lowest compared entry with this formula, charge and spin: 819.2 kJ/mol
* multiplicity: 1

XYZ file:
```
6
Properties=species:S:1:pos:R:3:forces:R:3
C 0.971458 0.860797 1.570903 0.082 -0.520 1.198
C -1.437266 -0.901785 -0.856957 -1.041 -0.531 1.377
N -0.779341 -0.566429 -1.741984 2.483 1.267 -3.155
F 0.027713 -0.153772 -2.751553 -1.437 -0.731 1.767
H 0.126549 0.299015 1.137483 0.037 0.037 0.037
H 1.090887 0.462175 2.642107 -0.124 0.479 -1.224
```
Forces are in eV/Å.

Listed below, in e, are the Löwdin charges computed for each atom: number 1, C, carries 0.16; number 2, C, carries 0.03; number 3, N, carries -0.07; number 4, F, carries 0.06; number 5, H, carries -0.12; number 6, H, carries -0.05

# 4
This record from OMol25 describes 2 unconnected molecules or ions with the total composition C2H2FN3. The level of theory is ωB97M-V/def2-TZVPD.

Results
* max |F|: 0.753 eV Å⁻¹
* HOMO: -10.751 eV
* HOMO-LUMO gap: 0.3990 hartree
* ΔE to the lowest compared entry with this formula, charge and spin: 276.6 kJ/mol
* multiplicity: 1

XYZ file:
```
8
Properties=species:S:1:pos:R:3:forces:R:3
N -1.391421 1.891791 0.174140 -0.198 0.025 0.037
C -0.281362 1.863412 -0.108237 -0.281 -0.015 0.096
C 1.056661 1.851049 -0.440205 0.223 -0.054 -0.071
N 2.168233 1.851676 -0.718914 0.207 -0.011 -0.044
N -0.301627 -1.602050 0.491700 0.377 0.286 0.586
F -0.894352 -1.550924 -0.775543 -0.152 -0.120 -0.321
H -0.926449 -2.193759 1.040900 0.105 -0.029 -0.245
H 0.570317 -2.111196 0.336159 -0.281 -0.081 -0.038
```
Forces are in eV/Å.

Listed below, in e, are the Löwdin charges computed for each atom: number 1, N, carries 0.20; number 2, C, carries -0.21; number 3, C, carries -0.20; number 4, N, carries 0.19; number 5, N, carries 0.03; number 6, F, carries -0.17; number 7, H, carries 0.08; number 8, H, carries 0.08

# 5
This record from OMol25 describes C2H2FN3O in the gas phase at a distorted geometry. The level of theory is ωB97M-V/def2-TZVPD.

Results
* max |F|: 2.676 eV Å⁻¹
* HOMO (spin up / spin down): -8.186 / -8.186 eV
* HOMO-LUMO gap (spin up / spin down): 0.3052 / 0.3052 hartree
* ΔE to the lowest compared entry with this formula, charge and spin: 417.5 kJ/mol
* multiplicity: 1

XYZ file:
```
9
Properties=species:S:1:pos:R:3:forces:R:3
C 1.463185 -0.014367 -0.368747 1.608 2.108 -0.364
C -0.801278 1.547737 -0.861546 0.921 -0.165 -1.290
N 1.690487 1.149393 -0.419213 -0.671 -1.880 -1.029
N 0.115979 2.271104 -1.317459 -1.596 0.555 -0.275
N 1.415295 2.290261 -1.017358 1.321 -0.308 1.427
O -0.767499 0.501490 0.039865 -0.015 1.600 -0.868
F -1.996070 1.683030 -1.489140 0.095 -0.460 0.900
H 1.332133 -0.980944 0.002204 -0.042 -0.761 0.650
H -1.673119 0.448862 0.276418 -1.621 -0.689 0.849
```
Forces are in eV/Å.

Atomic partial charges in e from the Löwdin method, atoms 1 to 8: number 1, C, carries 0.15; number 2, C, carries -0.44; number 3, N, carries -0.02; number 4, N, carries 0.05; number 5, N, carries -0.04; number 6, O, carries 0.06; number 7, F, carries 0.08; number 8, H, carries 0.07

# 6
This record from OMol25 describes 2 unconnected molecules or ions with the total composition C2H2FN3S at a distorted geometry. The level of theory is ωB97M-V/def2-TZVPD.

Results
* max |F|: 3.810 eV Å⁻¹
* HOMO (spin up / spin down): -9.718 / -9.646 eV
* HOMO-LUMO gap (spin up / spin down): 0.1884 / 0.1848 hartree
* ΔE to the lowest compared entry with this formula, charge and spin: 498.0 kJ/mol
* multiplicity: 1

XYZ file:
```
9
Properties=species:S:1:pos:R:3:forces:R:3
C 0.837875 -0.194063 1.635111 -1.788 -0.460 -3.333
C -0.715297 -0.568473 0.161724 -0.032 -0.777 2.414
N -0.403302 -0.673297 1.479835 -2.540 -0.152 -0.192
N 1.372258 0.127598 0.469752 0.126 0.155 -1.088
N 0.375870 -0.192005 -0.402454 2.626 1.361 -1.677
F -0.766814 1.762159 -2.353562 0.173 -0.669 -1.118
S -0.220612 0.513538 -3.220805 0.204 0.582 3.016
H 1.143268 -0.022579 2.597052 1.596 0.300 1.848
H -1.623244 -0.752878 -0.366652 -0.364 -0.339 0.129
```
Forces are in eV/Å.

Atomic partial charges in e from the Löwdin method, atoms 1 to 8: number 1, C, carries -0.25; number 2, C, carries -0.26; number 3, N, carries 0.06; number 4, N, carries 0.03; number 5, N, carries -0.01; number 6, F, carries -0.56; number 7, S, carries 0.82; number 8, H, carries 0.07

# 7
This record from OMol25 describes C2H2FNO2 in the gas phase at a distorted geometry. The level of theory is ωB97M-V/def2-TZVPD.

Results
* max |F|: 6.088 eV Å⁻¹
* HOMO: -10.647 eV
* HOMO-LUMO gap: 0.3553 hartree
* ΔE to the lowest compared entry with this formula, charge and spin: 469.2 kJ/mol
* multiplicity: 1

XYZ file:
```
8
Properties=species:S:1:pos:R:3:forces:R:3
C -0.197129 -0.085092 -0.207313 -2.994 -0.627 0.954
C -1.533438 -0.559949 -0.034009 5.356 2.895 0.010
F -1.892168 -1.791202 0.135323 -0.186 -0.624 -0.064
N -2.636374 0.398397 0.048464 0.548 0.637 -1.641
O -2.316237 1.578318 0.121452 -0.579 -0.658 0.452
O -3.732291 -0.049188 -0.183372 -0.487 0.097 0.585
H 0.590507 -0.909034 -0.122408 -1.049 1.583 -0.438
H 0.023920 1.091892 -0.280103 -0.609 -3.303 0.142
```
Forces are in eV/Å.

Listed below, in e, are the Löwdin charges computed for each atom: number 1, C, carries 0.13; number 2, C, carries -0.31; number 3, F, carries 0.14; number 4, N, carries -0.36; number 5, O, carries 0.06; number 6, O, carries 0.12; number 7, H, carries 0.09; number 8, H, carries 0.13

# 8
This record from OMol25 describes a molecular structure, C2H2FNaO2 at a distorted geometry. The level of theory is ωB97M-V/def2-TZVPD.

Results
* max |F|: 1.427 eV Å⁻¹
* HOMO: -8.607 eV
* HOMO-LUMO gap: 0.2238 hartree
* ΔE to the lowest compared entry with this formula, charge and spin: 58.8 kJ/mol
* multiplicity: 1

XYZ file:
```
8
Properties=species:S:1:pos:R:3:forces:R:3
H -1.002518 0.984830 1.962766 0.516 0.053 0.079
O 0.054404 -0.580076 1.207654 0.089 0.668 0.273
C -0.424153 0.524227 1.138881 -1.035 -0.925 -0.329
C -0.511217 1.187970 -0.250661 1.049 -0.028 -0.296
O -0.062043 0.581889 -1.192192 -0.450 0.412 0.318
H -0.904234 2.216913 -0.330274 -0.153 -0.210 -0.060
F 1.886198 -3.244292 -1.680992 -0.156 0.264 0.145
Na 0.963563 -1.671460 -0.855183 0.141 -0.234 -0.129
```
Forces are in eV/Å.

Listed below, in e, are the Löwdin charges computed for each atom: number 1, H, carries 0.13; number 2, O, carries 0.09; number 3, C, carries -0.15; number 4, C, carries -0.14; number 5, O, carries 0.08; number 6, H, carries 0.13; number 7, F, carries -0.73; number 8, Na, carries 0.59

no.,total energy (eV)
1,-43294.102
2,-12917.312
3,-6304.505
4,-9290.550
5,-11336.211
6,-20123.017
7,-10404.320
8,-13334.809